A structure of composition C2F6NO4RbS2 in a non-equilibrium geometry. Source: OMol25; level of theory: ωB97M-V/def2-TZVPD.

Kohn-Sham gap (spin up / spin down)	11.28 / 6.62	eV
net charge	+1
molecular weight	365.62	g/mol
multiplicity	2
LUMO (spin up / spin down)	-0.14973 / -0.31775	Ha

Structure (XYZ):
```
16
Properties=species:S:1:pos:R:3:forces:R:3
Rb -0.115064 3.040372 0.267927 0.281 0.699 0.197
S 0.940336 -1.046568 0.844167 1.777 -0.977 5.746
S -1.065014 -0.580168 -0.581923 -6.069 -2.242 -2.177
F -3.609314 0.033762 -1.274833 2.885 1.951 -0.776
F 3.494516 -0.773728 1.309607 0.663 -0.159 0.294
F 2.804256 0.651402 -0.177123 -0.107 -0.263 0.206
F -2.486334 1.741772 -0.432883 -0.051 0.225 -0.835
F -1.901614 1.021032 -2.460603 -0.999 0.805 -0.216
F 2.406916 1.035432 1.916297 -0.064 -0.940 -0.591
O 1.215096 -2.119458 -0.052453 -0.092 0.893 0.195
O 0.480526 -1.369778 2.241117 1.108 1.620 -4.234
O -0.423314 -1.115108 -1.752863 -0.220 0.398 -0.075
O -1.865824 -1.528018 0.226507 1.819 1.840 -1.091
N -0.056364 0.234202 0.228297 1.523 -0.477 1.319
C -2.382664 0.719962 -1.294653 -0.843 -3.706 2.181
C 2.563866 0.054892 0.993417 -1.613 0.333 -0.144
```
Positions in Å, forces in eV/Å.

Charges computed using Löwdin, reported in e: 1.05, 0.74, 0.58, 0.12, 0.23, 0.15, 0.04, 0.20, 0.13, -0.21, -0.24, -0.15, -0.15, -0.29, -0.56, -0.64